DFT (wB97M-V/def2-TZVPD) results for a structure of composition C31H37N3O2PtS4 at a distorted geometry.

XYZ file:
```
78
Properties=species:S:1:pos:R:3
Pt 0.10534 0.19062 0.07825
C 3.70115 -1.52902 3.22305
C 2.65789 -2.48304 2.63357
C 3.08106 -3.94915 2.77042
C 1.30600 -2.25758 3.28401
C 1.18670 -2.45540 4.65271
C -0.00588 -2.22418 5.30373
C -1.10896 -1.81099 4.57870
C -1.04519 -1.61219 3.20693
C -2.29169 -1.18110 2.46030
C -3.40278 -0.67462 3.37444
C -2.82954 -2.30399 1.56403
C 0.19416 -1.82305 2.55103
N 0.35520 -1.59300 1.15767
C 0.54111 -2.66526 0.37053
O 0.57358 -3.85215 0.71658
C 0.69384 -2.31065 -1.08162
C 1.21046 -3.14722 -2.05014
C 1.33599 -2.67282 -3.35087
C 0.97605 -1.36038 -3.63657
C 0.47057 -0.57024 -2.62520
N 0.29208 -1.07487 -1.39585
C 0.13890 0.88904 -2.75115
O 0.10386 1.43524 -3.86131
N -0.09118 1.45686 -1.56278
C -0.39673 2.83052 -1.42736
C 0.59560 3.82099 -1.58713
C 0.24679 5.14432 -1.35209
C -1.03497 5.49424 -0.96696
C -2.00194 4.51851 -0.81832
C -1.70611 3.18208 -1.04164
C -2.75460 2.10058 -0.86593
C -3.95067 2.53347 -0.02161
C -3.23560 1.57555 -2.22414
C 2.01555 3.44726 -1.99411
C 2.84133 4.65514 -2.43709
C 2.76802 2.73318 -0.86212
H 4.65735 -1.62959 2.70028
H 3.86557 -1.73020 4.28427
H 3.34776 -0.50140 3.12655
H 2.57674 -2.26413 1.56952
H 3.14281 -4.24532 3.82018
H 4.05961 -4.11294 2.30814
H 2.34510 -4.57978 2.27101
H 2.05312 -2.77393 5.22229
H -0.08100 -2.35647 6.37705
H -2.03874 -1.63299 5.10057
H -1.99918 -0.35316 1.81314
H -3.81886 -1.48336 3.98617
H -4.21002 -0.25903 2.76904
H -3.03692 0.11409 4.03129
H -3.11567 -3.16951 2.16852
H -2.08107 -2.62838 0.84262
H -3.70808 -1.95334 1.01411
H 1.51640 -4.14440 -1.76516
H 1.73718 -3.31024 -4.12813
H 1.09886 -0.93024 -4.62115
H 0.98737 5.92703 -1.45524
H -1.27933 6.53285 -0.77702
H -2.99861 4.80854 -0.51336
H -2.26478 1.27266 -0.34413
H -4.55227 3.28730 -0.53934
H -3.62035 2.93479 0.93665
H -4.59220 1.67120 0.17153
H -3.71370 2.37970 -2.79048
H -3.95907 0.76829 -2.07963
H -2.40643 1.19143 -2.81696
H 1.93521 2.77395 -2.85187
H 3.04052 5.32363 -1.59646
H 2.32987 5.21728 -3.22201
H 3.80297 4.31707 -2.82904
H 2.81901 3.36985 0.02274
H 3.78557 2.48370 -1.17955
H 2.27511 1.81211 -0.57002
S 1.41762 1.35879 3.18070
S -0.90385 2.81058 4.71937
S -1.58858 3.05494 2.91035
S 0.30376 1.91510 1.65605
```

HOMO = -0.008 hartree
LUMO energy = 4.1 eV
energy relative to the best compared isomer or geometry (same formula, charge and spin) = 0.2925 eV
HOMO-LUMO gap = 4.34 eV
E = -3230.4795 Eh
net charge = -2